ORCA calculation (the ωB97M-V functional and the def2-TZVPD basis) on a molecular structure, C44H94F9N2O8PZn.

```
159
Properties=species:S:1:pos:R:3:forces:R:3
Zn -0.898 0.110 -0.326 1.2 0.3 0.1
C -1.084 8.013 -2.983 0.2 -0.1 -0.9
C -2.553 7.847 -2.671 -0.5 0.9 0.4
N -2.905 7.217 -1.303 1.7 -0.9 0.0
C -2.060 7.952 -0.262 -0.3 0.3 -1.3
C -4.404 7.349 -1.089 0.0 -0.9 0.5
C -4.879 6.743 0.287 1.1 0.6 0.2
C -2.435 5.726 -1.250 -0.4 0.5 0.2
C -3.416 4.742 -1.878 0.9 0.1 0.2
O -3.550 5.025 -3.258 0.6 0.9 0.9
C -4.544 4.244 -3.820 -0.1 -2.0 0.2
H -1.053 8.487 -4.006 0.1 -0.6 1.0
H -0.591 7.023 -3.041 0.1 0.7 0.0
H -0.561 8.709 -2.311 -0.1 -0.4 -0.2
H -3.050 7.288 -3.441 -0.2 -0.5 -0.1
H -3.011 8.853 -2.672 0.0 -0.5 0.3
H -1.970 8.967 -0.652 -0.2 0.1 0.6
H -1.033 7.564 -0.211 -0.6 -0.2 -0.1
H -2.564 7.889 0.680 -0.1 0.1 0.5
H -4.842 6.773 -1.912 0.0 0.3 0.1
H -4.587 8.409 -1.287 -0.4 -0.2 0.6
H -5.950 6.679 0.444 -0.2 -0.1 -0.8
H -4.603 7.409 1.109 0.3 0.0 -0.1
H -4.429 5.749 0.522 -0.4 0.9 -0.5
H -2.219 5.479 -0.200 -0.6 0.1 -0.2
H -1.448 5.702 -1.705 -0.2 0.0 -0.4
H -4.367 4.755 -1.341 -0.1 0.1 -0.3
H -2.986 3.742 -1.694 -0.1 0.1 -0.3
H -4.493 4.312 -4.881 0.1 0.1 -0.8
H -5.541 4.482 -3.508 -0.7 0.5 0.4
H -4.377 3.190 -3.505 -0.1 0.3 -0.4
C 4.310 0.112 3.116 0.8 1.3 -0.2
C 3.260 1.115 2.587 -0.2 -0.1 0.8
N 3.676 2.592 2.608 0.8 -0.1 -0.1
C 3.422 3.121 3.997 -0.1 -1.2 0.0
C 5.188 2.717 2.235 -1.2 1.4 -0.3
C 5.615 4.208 2.249 0.4 0.2 -0.7
C 2.888 3.359 1.567 -0.9 0.2 0.3
C 1.364 3.098 1.605 0.3 -1.0 -0.3
O 0.748 3.228 2.869 0.9 -0.1 -0.4
C 0.466 4.566 3.134 -1.3 1.0 -0.4
H 5.336 0.293 2.735 -0.8 -0.2 -0.3
H 4.074 -0.914 2.847 -0.4 0.2 0.2
H 4.451 0.260 4.171 -0.3 -0.5 0.7
H 2.326 1.157 3.241 1.0 -0.7 -1.4
H 3.110 0.874 1.542 -0.6 0.0 0.1
H 3.524 4.174 4.051 0.3 0.9 -0.1
H 4.151 2.624 4.623 0.1 0.1 0.3
H 2.413 2.871 4.345 0.4 -0.1 -0.4
H 5.268 2.233 1.249 0.0 0.4 0.2
H 5.755 2.113 2.916 0.1 0.1 0.5
H 5.147 4.820 1.471 -0.1 -0.5 -0.1
H 6.691 4.330 2.027 -0.4 -0.4 0.4
H 5.383 4.765 3.161 0.3 -0.5 0.2
H 3.232 3.054 0.568 0.1 0.1 0.5
H 3.081 4.417 1.726 0.2 0.0 0.0
H 1.231 2.058 1.312 -0.4 -0.1 -0.2
H 0.847 3.730 0.861 0.4 -0.2 0.2
H 1.294 5.296 3.050 0.0 -0.5 -0.2
H 0.123 4.612 4.156 -0.3 0.1 0.2
H -0.359 4.878 2.422 0.7 0.1 0.8
C -2.911 -5.797 3.395 -0.2 -0.6 0.1
C -2.006 -5.102 2.343 -0.5 -0.4 0.1
C -1.983 -5.985 1.070 0.0 0.8 0.5
C -1.379 -5.367 -0.206 -0.7 -0.4 1.3
P 0.370 -5.175 -0.116 0.7 0.3 0.1
C 1.042 -6.758 0.463 0.2 0.3 0.7
C 0.597 -7.998 -0.345 -1.4 -0.1 0.5
C 1.743 -8.566 -1.164 -0.6 -0.7 -1.5
C 1.449 -9.960 -1.728 -0.6 0.3 -1.3
C 0.926 -4.950 -1.806 0.8 0.4 -0.2
C 2.456 -4.917 -2.033 -0.4 -0.2 0.0
C 2.895 -4.447 -3.415 1.1 -0.3 1.4
C 2.587 -5.500 -4.429 -1.2 -0.1 0.3
C 0.799 -3.701 0.914 -0.4 -0.6 -0.5
C 1.850 -3.982 1.976 -0.8 0.8 1.3
C 1.751 -2.862 3.089 0.4 -0.4 -0.8
C 2.921 -2.937 4.093 -0.9 -0.5 0.3
H -3.970 -5.990 3.071 1.2 -0.1 -0.1
H -3.050 -5.240 4.297 0.1 1.0 0.5
H -2.438 -6.714 3.827 -0.4 0.3 -0.9
H -1.018 -4.923 2.846 -0.7 0.0 -0.8
H -2.474 -4.155 1.992 0.5 -0.2 0.6
H -3.039 -6.186 0.895 0.0 -0.2 -0.3
H -1.504 -6.920 1.256 0.2 -0.9 0.3
H -1.825 -4.392 -0.310 -0.2 0.4 -0.7
H -1.576 -6.070 -1.003 -0.3 0.3 -0.6
H 0.848 -6.866 1.545 -0.1 0.1 -0.5
H 2.123 -6.646 0.399 0.2 0.0 0.0
H -0.350 -7.771 -0.942 1.5 -0.3 0.2
H 0.199 -8.761 0.360 0.5 0.4 -0.2
H 2.675 -8.698 -0.643 0.3 0.5 0.8
H 1.919 -7.884 -2.001 0.2 0.0 0.0
H 0.564 -9.960 -2.403 0.2 0.0 0.7
H 1.332 -10.668 -0.928 -0.3 -0.4 0.3
H 2.229 -10.349 -2.394 0.2 0.3 0.4
H 0.511 -3.980 -2.110 -0.1 -0.1 0.0
H 0.454 -5.722 -2.378 -0.4 -0.5 -0.5
H 2.975 -5.863 -1.876 -0.5 -0.4 0.2
H 2.829 -4.270 -1.285 0.7 0.8 0.7
H 3.977 -4.277 -3.339 0.0 -0.2 -0.1
H 2.549 -3.470 -3.614 -1.0 1.0 -0.5
H 2.535 -5.067 -5.409 0.7 -0.2 -0.8
H 1.547 -5.844 -4.270 0.4 -0.2 0.0
H 3.283 -6.328 -4.265 -0.2 0.0 -0.7
H -0.160 -3.353 1.334 0.4 -0.2 -0.1
H 1.113 -2.900 0.243 -0.2 -0.1 0.0
H 2.847 -3.971 1.557 0.3 0.1 -0.2
H 1.696 -4.972 2.388 0.0 -0.2 0.4
H 0.746 -2.819 3.552 0.5 -0.3 -0.1
H 1.835 -1.949 2.489 -0.1 0.3 0.2
H 3.074 -1.998 4.636 0.0 -0.1 -0.3
H 3.798 -3.189 3.490 0.2 0.0 0.5
H 2.740 -3.688 4.901 0.3 0.3 -0.9
C -2.195 -1.784 -1.640 0.5 2.5 -0.2
O -2.107 -0.407 -2.209 0.4 -0.5 0.8
O -1.287 -1.754 -0.659 -1.1 -1.1 0.4
C -3.714 -1.991 -1.326 0.7 -2.0 -2.1
F -3.782 -3.285 -0.893 -0.4 0.4 0.8
F -4.319 -1.172 -0.518 0.0 0.2 0.5
F -4.434 -2.045 -2.520 0.7 0.6 1.1
C -2.311 -0.254 -3.578 -1.4 0.6 -1.7
C -1.827 1.145 -4.064 -0.3 -0.1 1.2
H -2.206 1.960 -3.415 -0.1 -0.5 -0.2
H -0.753 1.207 -3.977 0.4 -0.1 0.0
H -2.082 1.414 -5.086 -0.2 -0.4 -0.1
H -3.420 -0.383 -3.726 1.0 0.3 -0.5
H -1.794 -1.042 -4.171 -0.2 0.3 0.4
H -1.937 -2.485 -2.423 -0.2 -0.4 -0.5
C -2.273 1.946 0.996 1.3 -1.2 -1.7
O -2.274 0.530 1.254 0.0 0.0 1.0
O -1.396 2.089 -0.057 -0.9 0.0 0.7
C -3.712 2.296 0.657 -0.9 1.0 -0.1
F -4.621 1.871 1.537 0.3 0.0 0.5
F -3.847 3.688 0.646 0.2 -0.9 0.0
F -4.122 1.841 -0.515 0.3 0.1 -0.5
C -2.541 0.042 2.578 -0.2 -1.1 0.5
C -1.668 -1.181 2.869 0.8 0.1 1.1
H -1.999 -1.755 3.784 -0.1 0.5 -1.2
H -1.559 -1.809 1.993 -0.3 -0.3 -0.1
H -0.636 -0.880 3.147 -0.4 0.1 -0.4
H -3.600 -0.226 2.631 0.1 0.1 0.0
H -2.335 0.755 3.377 0.0 0.6 -0.4
H -1.976 2.472 1.881 0.1 0.5 0.9
C 1.951 0.003 -0.554 -0.5 1.6 2.7
O 1.238 0.269 -1.743 0.8 0.8 -1.1
O 1.074 -0.293 0.453 0.7 -0.1 -1.2
C 3.189 -0.940 -0.730 -0.4 0.9 0.1
F 3.005 -2.229 -0.564 -0.6 -1.0 -0.4
F 3.653 -0.680 -1.947 0.7 -0.6 -0.7
F 4.213 -0.673 0.127 -0.3 0.7 0.2
C 1.806 1.400 -2.487 -0.9 0.6 -0.1
C 1.567 2.804 -1.847 -0.1 -0.7 0.3
H 2.476 3.034 -1.324 0.3 0.5 0.5
H 1.428 3.588 -2.591 0.1 -0.2 -0.3
H 0.705 2.889 -1.156 0.3 -0.5 -0.4
H 1.339 1.451 -3.459 -0.5 -0.6 -0.2
H 2.863 1.262 -2.727 -0.1 -0.1 0.5
H 2.507 0.980 -0.310 -0.2 -0.6 -0.3
```
Positions in Å, forces in eV/Å.

LUMO energy: -0.137 Eh
HOMO energy: -0.467 hartree
Net charge: +2